ORCA calculation (the ωB97M-V functional and the def2-TZVPD basis) on the molecule C5H11NO.

```
18
Properties=species:S:1:pos:R:3
C -0.6234 0.1454 0.6223
C 0.4302 -0.6391 -0.2268
C 1.6137 0.2727 -0.4909
C 0.8664 -1.8959 0.5153
C -1.7478 0.6771 -0.2288
N -1.8484 2.0388 -0.3061
O -2.5172 -0.0638 -0.8047
H -1.1038 -0.5496 1.3130
H -0.1079 0.9053 1.2118
H -0.0876 -0.8757 -1.1592
H 2.1014 0.5512 0.4514
H 2.3627 -0.1598 -1.1476
H 1.2942 1.2234 -0.9250
H 0.0757 -2.6362 0.5664
H 1.2365 -1.6656 1.5192
H 1.6987 -2.3555 -0.0294
H -2.5971 2.4458 -0.8387
H -1.0462 2.5814 -0.0421
```

Spin multiplicity: 1
HOMO level in eV: -9.8
SMILES string: CC(C)CC(N)=O
Net charge: 0
Energy relative to the best compared isomer or geometry (same formula, charge and spin) in kcal per mole: 0.3
HOMO-LUMO gap in eV: 10.7
DFT total energy in eV: -8901.683



ORCA calculation (the ωB97M-V functional and the def2-TZVPD basis) on a structure of composition CaH2O.

```
4
Properties=species:S:1:pos:R:3
O -0.2729 0.2095 -0.9365
H 0.3739 0.9356 -1.0871
H -0.0513 -0.4653 -1.6176
Ca -0.0497 -0.6799 3.6411
```

Spin multiplicity: 1
HOMO level in eV: -17.8
Net charge: +2
Energy relative to the best compared isomer or geometry (same formula, charge and spin) in kcal per mole: 44.1
HOMO-LUMO gap in eV: 5.6
DFT total energy in eV: -20499.017



ORCA calculation (the ωB97M-V functional and the def2-TZVPD basis) on a cluster of 3 separate species, C5H10O in total.

```
16
Properties=species:S:1:pos:R:3
O -2.0235 0.1559 0.6770
C -0.9331 0.1907 -0.1868
C -0.2642 -1.1839 -0.3400
C 1.2195 -0.8770 -0.0089
C 1.2709 0.5182 0.6733
C 0.1042 1.1943 -0.0121
H -2.5996 -0.5656 0.3939
H -1.5671 1.3136 -0.9777
H -0.6909 -1.9161 0.3565
H -0.3761 -1.5745 -1.3562
H 1.8111 -0.8446 -0.9289
H 1.6418 -1.6568 0.6309
H 1.0977 0.4165 1.7516
H 2.2358 1.0126 0.5269
H -1.2947 1.9958 -0.3464
H 0.3684 1.8209 -0.8530
```

Spin multiplicity: 1
HOMO level in eV: -8.2
Net charge: 0
Energy relative to the best compared isomer or geometry (same formula, charge and spin) in kcal per mole: 129.8
HOMO-LUMO gap in eV: 8.9
DFT total energy in eV: -7389.137



ORCA calculation (the ωB97M-V functional and the def2-TZVPD basis) on a cluster of 2 separate species, C14H16O in total.

```
31
Properties=species:S:1:pos:R:3
C 2.1013 0.0076 4.4210
C -0.0265 -1.3736 1.6669
C 0.3835 -0.8065 2.8833
C 0.9526 -2.0970 0.8964
C 1.7186 -0.8792 3.2449
C 2.1903 -2.3814 1.4670
C 2.6336 -1.6977 2.5924
H -1.0181 -1.2315 1.3027
H -0.2281 -0.1129 3.4115
H 0.7113 -2.6578 -0.0256
H 2.8160 -3.2333 1.1098
H 1.5030 0.9575 4.4781
H 3.1795 0.2447 4.2426
H 3.6588 -1.8418 3.0053
H 1.8517 -0.4384 5.4027
C -0.2038 2.8570 -3.7490
C -0.8609 -0.2539 -1.6807
C -0.1665 0.7567 -2.4077
C -2.2883 -0.1863 -1.6672
C -0.9115 1.8268 -2.9249
C -3.0119 0.9487 -2.1199
C -2.3004 1.9960 -2.7076
O -3.0848 -1.1295 -1.0187
H -0.4552 -1.1343 -1.2057
H 0.9703 0.5311 -2.3720
H -2.8288 -2.0392 -1.3098
H -4.1250 1.0664 -2.0885
H 0.3948 3.4365 -2.9869
H -0.9858 3.6287 -4.0708
H -2.8394 2.8602 -3.1540
H 0.2697 2.3765 -4.6359
```

Spin multiplicity: 1
HOMO level in eV: -8.4
SMILES string: Cc1ccc(O)cc1.Cc1ccccc1
Net charge: 0
Energy relative to the best compared isomer or geometry (same formula, charge and spin) in kcal per mole: 39.0
HOMO-LUMO gap in eV: 9.2
DFT total energy in eV: -16823.545



ORCA calculation (the ωB97M-V functional and the def2-TZVPD basis) on a cluster of 9 separate species, C20H40Cl2F12N3O10 in total.

```
87
Properties=species:S:1:pos:R:3
N -3.8297 -3.3354 -0.1637
H -4.7643 -3.5956 0.1171
H -3.5106 -3.7995 -1.0021
H -3.2957 -3.6239 0.6435
H -3.5303 -2.3710 -0.1829
N -3.4097 -1.3158 3.5636
H -3.5648 -1.1107 2.5869
H -4.0454 -0.7492 4.1067
H -2.4510 -1.0000 3.5302
H -3.4333 -2.2822 3.8562
N 0.5016 -2.5543 3.5926
H 1.0175 -2.7814 2.7545
H -0.3037 -3.1529 3.7077
H 0.1220 -1.6185 3.5752
H 1.2218 -2.6897 4.2875
O -0.7538 -0.1917 3.1295
C -0.6524 -0.0097 1.7335
C -1.8942 0.0781 0.7254
O -2.8643 -0.9276 0.8775
H -0.0601 -0.8765 1.4404
H -0.1037 0.9064 1.5148
H -1.6027 0.1705 -0.3209
H -2.2922 1.0555 0.9979
C 7.1155 -4.2014 2.0242
C 5.7936 -3.7132 2.6639
O 5.2151 -2.5188 2.1554
C 4.0611 -2.0970 2.4730
O 3.2317 -2.7285 3.1373
C 3.6513 -0.8176 1.7859
F 4.5437 -0.3937 0.8801
F 2.4194 -1.0033 1.2811
F 3.4389 0.1665 2.7656
H 7.1971 -5.2835 1.9219
H 8.0085 -3.8184 2.5181
H 7.1966 -3.8698 0.9890
H 5.8916 -3.7110 3.7494
H 4.9959 -4.4032 2.3888
C 2.8081 2.4162 1.0703
C 3.0010 3.5166 0.0807
O 4.0326 4.4849 0.5071
C 5.3233 4.3170 0.2751
O 5.8106 3.2755 -0.1567
C 6.1949 5.5960 0.5370
F 5.5125 6.6388 1.0333
F 7.2423 5.3380 1.3590
F 6.5989 6.0758 -0.6159
H 2.0231 1.7394 0.7330
H 2.4919 2.8678 2.0106
H 3.7120 1.8300 1.2362
H 2.1460 4.1686 -0.0980
H 3.3790 3.1858 -0.8867
C -3.5019 0.6511 -3.0139
C -4.3971 1.9282 -3.0752
O -5.3441 1.8560 -4.1251
C -4.9149 2.0963 -5.4043
O -3.7813 2.4978 -5.6977
C -5.9934 1.7985 -6.4736
F -7.2267 1.8766 -5.9542
F -5.8902 2.5726 -7.5205
F -5.8073 0.5781 -6.9106
H -2.9955 0.4090 -3.9483
H -4.2125 -0.1342 -2.7557
H -2.6960 0.7678 -2.2893
H -3.6799 2.7488 -3.0539
H -4.8677 1.9903 -2.0940
C 0.2076 -1.1426 -2.2280
C -1.0750 -2.0125 -2.1716
O -1.4059 -2.4552 -3.4733
C -2.5676 -3.1438 -3.7395
O -3.5065 -3.3240 -2.9589
C -2.7795 -3.6686 -5.1188
F -3.7866 -3.0621 -5.6762
F -1.6485 -3.5394 -5.8809
F -3.1519 -4.9638 -4.9710
H 0.1831 -0.5030 -3.1103
H 1.0312 -1.8511 -2.3162
H 0.3573 -0.4242 -1.4220
H -1.8845 -1.4191 -1.7466
H -0.9675 -2.7839 -1.4091
Cl 1.4237 4.3847 4.1317
C 0.2930 3.5091 3.1262
C -1.1766 4.1070 3.2219
Cl -1.2327 5.8424 2.8560
H 0.3278 2.4505 3.3838
H 0.5837 3.5593 2.0769
H -1.5148 3.9013 4.2375
H -1.9389 3.6189 2.6146
```

Spin multiplicity: 1
HOMO level in eV: -10.1
Net charge: +1
Energy relative to the best compared isomer or geometry (same formula, charge and spin) in kcal per mole: 87.2
HOMO-LUMO gap in eV: 6.6
DFT total energy in eV: -103979.491



ORCA calculation (the ωB97M-V functional and the def2-TZVPD basis) on a structure of composition C24H21IrN2O3S2.

```
53
Properties=species:S:1:pos:R:3
Ir 0.3110 -0.2474 -0.1605
C -2.4126 2.7882 -1.9326
C -1.3962 2.3139 -0.9395
N -1.4916 1.0386 -0.5554
N -2.6100 0.4140 -0.8285
C -2.7237 -0.8638 -0.8304
S -1.4051 -1.9651 -0.7779
S -4.3704 -1.5100 -0.9487
C -4.6707 -1.1171 -2.7304
C -3.8696 -2.1103 -3.5028
C -2.5252 -1.8731 -3.7832
C -1.7552 -2.8525 -4.3816
C -2.3190 -4.0736 -4.7136
C -3.6630 -4.3047 -4.4651
C -4.4312 -3.3371 -3.8475
C -0.4047 3.1786 -0.4076
C -0.4060 4.5571 -0.7193
C 0.5580 5.4140 -0.2554
C 1.5956 4.9307 0.5598
C 1.6047 3.6249 0.9571
C 0.6046 2.6979 0.5290
O 0.6256 1.5202 1.0058
H -2.6885 1.9729 -2.5968
H -2.0563 3.6158 -2.5312
H -3.3151 3.0931 -1.4030
H -4.3790 -0.0823 -2.8969
H -5.7427 -1.2362 -2.8667
H -2.0807 -0.9193 -3.5345
H -0.7101 -2.6665 -4.5747
H -1.7129 -4.8447 -5.1626
H -4.1091 -5.2484 -4.7361
H -5.4704 -3.5288 -3.6249
H -1.2001 4.9631 -1.3217
H 0.5205 6.4632 -0.5060
H 2.3757 5.6029 0.8837
H 2.3604 3.2364 1.6223
C 4.6965 -0.2577 -0.1274
C 3.3895 -0.9584 -0.3597
O 2.4331 -0.3119 -0.8019
C 3.3114 -2.3834 -0.0785
C 4.4134 -3.2296 -0.2191
C 4.2886 -4.5992 -0.0880
C 3.0489 -5.1515 0.2435
C 1.9597 -4.3516 0.4575
C 2.0382 -2.9321 0.3102
O 1.0081 -2.2356 0.5598
H 4.5483 0.8190 -0.1672
H 5.4133 -0.5335 -0.8996
H 5.1035 -0.5388 0.8404
H 5.3752 -2.8206 -0.4799
H 5.1427 -5.2397 -0.2491
H 2.9538 -6.2236 0.3290
H 0.9980 -4.7560 0.7357
```

Spin multiplicity: 2
HOMO level (alpha / beta) in eV: -10.9 / -11.1
Net charge: +1
Energy relative to the best compared isomer or geometry (same formula, charge and spin) in kcal per mole: 92.5
HOMO-LUMO gap (alpha / beta) in eV: 4.9 / 5.1
DFT total energy in eV: -58850.220



ORCA calculation (the ωB97M-V functional and the def2-TZVPD basis) on a cluster of 2 separate species, CH5PS2 in total.

```
9
Properties=species:S:1:pos:R:3
C -1.8061 -0.0989 0.6669
P 3.0729 0.4139 -1.1685
S -0.3918 -0.9354 0.7226
S -3.2814 -0.6988 1.3856
H -1.8570 0.8861 0.2406
H 2.1554 0.3483 -0.2356
H 2.1107 0.2441 -2.2079
H 2.9601 1.8473 -1.1777
H -2.9627 -2.0064 1.7739
```

Spin multiplicity: 1
HOMO level in eV: -9.0
SMILES string: S=CS.P
Net charge: 0
Energy relative to the best compared isomer or geometry (same formula, charge and spin) in kcal per mole: 59.0
HOMO-LUMO gap in eV: 8.4
DFT total energy in eV: -32075.497



ORCA calculation (the ωB97M-V functional and the def2-TZVPD basis) on a cluster of 2 separate species, C6H13N in total.

```
20
Properties=species:S:1:pos:R:3
C -0.0940 -0.2940 3.1912
C 0.6115 0.0425 1.9291
N -0.3256 -0.9003 -1.4982
C 0.5585 -1.1491 -2.6134
C -0.3190 0.2155 -0.8895
C 0.5743 1.4056 -1.1845
C -1.3170 0.3340 0.2447
H -0.5629 -1.2800 3.3158
H 0.7716 -0.2487 3.8803
H -0.7730 0.4973 3.5276
H 0.8803 -0.9149 1.4307
H -0.0433 -1.1949 -3.5290
H 1.3574 -0.4106 -2.7656
H 1.0153 -2.1363 -2.4847
H 0.5376 2.1312 -0.3701
H 1.6194 1.1037 -1.3056
H 0.2658 1.8991 -2.1149
H -1.0762 -0.4070 1.0214
H -2.3088 0.0238 -0.0932
H -1.3638 1.3295 0.6890
```

Spin multiplicity: 1
HOMO level in eV: -8.7
Net charge: 0
Energy relative to the best compared isomer or geometry (same formula, charge and spin) in kcal per mole: 107.0
HOMO-LUMO gap in eV: 8.9
DFT total energy in eV: -7918.194



Question: Number 4 is which compound?
Answer: C14H16O



Question: Which formula does entry 6 have?
Answer: C24H21IrN2O3S2



Copy entry 1 word for word.
ORCA calculation (the ωB97M-V functional and the def2-TZVPD basis) on the molecule C5H11NO.

```
18
Properties=species:S:1:pos:R:3
C -0.6234 0.1454 0.6223
C 0.4302 -0.6391 -0.2268
C 1.6137 0.2727 -0.4909
C 0.8664 -1.8959 0.5153
C -1.7478 0.6771 -0.2288
N -1.8484 2.0388 -0.3061
O -2.5172 -0.0638 -0.8047
H -1.1038 -0.5496 1.3130
H -0.1079 0.9053 1.2118
H -0.0876 -0.8757 -1.1592
H 2.1014 0.5512 0.4514
H 2.3627 -0.1598 -1.1476
H 1.2942 1.2234 -0.9250
H 0.0757 -2.6362 0.5664
H 1.2365 -1.6656 1.5192
H 1.6987 -2.3555 -0.0294
H -2.5971 2.4458 -0.8387
H -1.0462 2.5814 -0.0421
```

Spin multiplicity: 1
HOMO level in eV: -9.8
SMILES string: CC(C)CC(N)=O
Net charge: 0
Energy relative to the best compared isomer or geometry (same formula, charge and spin) in kcal per mole: 0.3
HOMO-LUMO gap in eV: 10.7
DFT total energy in eV: -8901.683